The following is a quantum chemistry calculation of the ion C4H7N2 with charge +1 at a distorted geometry, from OMol25.

Last column: natural (NBO) charge in e.
Element x y z (Å)
C: -1.646 0.316 0.078  -0.38
C: 1.514 0.738 0.184  -0.05
C: -0.762 -0.759 0.796  0.01
C: -0.639 -0.610 -0.595  -0.06
N: 1.949 -0.669 -0.012  -0.30
N: 0.452 -0.239 0.183  -0.11
H: -2.720 -0.016 -0.054  0.27
H: -1.517 1.450 0.042  0.26
H: 1.786 1.365 1.010  0.25
H: 1.309 1.359 -0.704  0.21
H: -0.934 -1.507 1.445  0.27
H: -0.482 -1.285 -1.445  0.27
H: 2.085 -0.684 -1.040  0.37

## Properties
Energy, hartree: -265.65172
Total charge: +1
HOMO level, eV: -16.13
SMILES: C1[C@@H]2[C@H]1[N@+]21CN1

=====

The following is a quantum chemistry calculation of the ion C4H7N2 with charge +1 at a distorted geometry, from OMol25.

Last column: natural (NBO) charge in e.
Element x y z (Å)
C: 0.323 -0.180 -0.267  0.05
C: 0.839 0.395 0.892  0.66
C: 1.392 -0.743 -1.208  -0.65
C: -2.014 0.195 0.103  -0.47
N: 1.189 0.871 1.898  -0.40
N: -0.917 -0.188 -0.557  -0.17
H: 2.422 -0.876 -0.760  0.25
H: 1.474 0.050 -2.109  0.27
H: 1.106 -1.702 -1.596  0.27
H: -2.344 1.143 -0.408  0.29
H: -1.738 0.451 1.176  0.17
H: -2.973 -0.380 0.016  0.28
H: 1.241 0.965 2.821  0.46

## Properties
Energy, hartree: -265.75211
Total charge: +1
HOMO level, eV: -14.83
SMILES: C/N=C(/C)C#[NH+]

=====

The following is a quantum chemistry calculation of the ion C4H7N2 with charge +1 at a distorted geometry, from OMol25.

Last column: natural (NBO) charge in e.
Element x y z (Å)
C: -0.339 0.450 0.204  0.57
C: 0.312 -0.483 -0.772  -0.56
C: 1.628 -0.704 -0.021  -0.34
C: -1.718 0.773 0.340  -0.75
N: 1.697 0.267 0.942  0.14
N: 0.574 0.902 1.081  -0.24
H: -0.199 -1.422 -0.981  0.30
H: 0.319 0.018 -1.835  0.34
H: 1.363 -1.629 0.568  0.32
H: 2.557 -0.918 -0.698  0.31
H: -2.397 0.049 -0.083  0.29
H: -2.049 1.689 -0.147  0.34
H: -1.749 1.007 1.403  0.30

## Properties
Energy, hartree: -265.73375
Total charge: +1
HOMO level, eV: -15.95
SMILES: CC1=[N+]=NCC1

=====

The following is a quantum chemistry calculation of the ion C4H7N2 with charge +1 at a distorted geometry, from OMol25.

Last column: natural (NBO) charge in e.
Element x y z (Å)
C: -1.399 0.815 0.016  -0.25
C: -0.739 0.715 1.091  0.43
C: -0.229 0.558 -1.100  -0.20
C: 0.976 -0.865 0.361  -0.07
N: 0.263 -0.772 -0.811  -0.56
N: 0.324 0.053 1.366  -0.54
H: -2.387 1.192 -0.001  0.29
H: -0.881 0.614 -1.926  0.26
H: 0.541 1.372 -1.131  0.25
H: 0.948 -1.847 0.867  0.25
H: 2.017 -0.531 0.336  0.24
H: -0.358 -1.580 -1.236  0.45
H: 0.926 0.277 2.167  0.45

## Properties
Energy, hartree: -265.73811
Total charge: +1
HOMO level (spin up / spin down), eV: -14.94 / -14.95
SMILES: C1=CCNC[NH+]=1

=====

The following is a quantum chemistry calculation of the ion C4H7N2 with charge +2 at a distorted geometry, from OMol25.

Last column: natural (NBO) charge in e.
Element x y z (Å)
C: -1.066 -1.154 1.061  -0.74
C: -0.221 -0.329 0.222  0.40
C: 0.483 0.839 0.697  0.20
N: 1.134 1.352 -0.399  -0.47
C: 0.850 0.645 -1.478  0.43
N: -0.013 -0.344 -1.116  -0.48
H: -1.978 -0.573 1.314  0.35
H: -0.716 -1.536 2.027  0.35
H: -1.438 -2.037 0.529  0.30
H: 0.455 1.413 1.616  0.31
H: 1.725 2.166 -0.232  0.51
H: 1.085 0.689 -2.538  0.32
H: -0.301 -1.132 -1.702  0.50

## Properties
⟨S²⟩: 0.76
Energy, hartree: -265.37567
Total charge: +2
HOMO level (spin up / spin down), eV: -21.15 / -23.07
Multiplicity: 2

=====

The following is a quantum chemistry calculation of the ion C4H7N2O with charge +1 at a distorted geometry, from OMol25.

Last column: natural (NBO) charge in e.
Element x y z (Å)
C: 0.059 -0.867 0.191  0.55
C: -2.470 -0.624 -0.187  0.55
C: -0.137 0.477 0.727  -0.01
C: 0.281 1.619 -0.178  -0.64
N: -1.182 -0.424 0.267  -0.40
N: 0.756 -1.909 -0.024  -0.69
O: -3.345 0.146 -0.028  -0.42
H: -2.393 -1.674 -0.664  0.14
H: 0.152 0.568 1.875  0.25
H: -0.521 1.816 -0.860  0.25
H: 1.190 1.162 -0.521  0.23
H: 0.417 2.562 0.366  0.26
H: 1.729 -1.921 0.393  0.46
H: 0.355 -2.881 -0.234  0.46

## Properties
Energy, hartree: -341.01844
Total charge: +1
HOMO level, eV: -15.33
SMILES: C[C@@H]1C(=[NH2+])N1C=O

=====

The following is a quantum chemistry calculation of the ion C4H7N2O with charge +1 at a distorted geometry, from OMol25.

Last column: natural (NBO) charge in e.
Element x y z (Å)
C: 0.836 0.237 -0.473  0.56
C: -0.433 0.727 -0.488  -0.28
C: 3.187 -0.450 0.108  -0.46
C: -2.793 0.220 0.276  -0.47
N: 1.872 -0.249 -0.317  -0.19
N: -1.477 -0.220 -0.263  0.25
O: -1.222 -1.446 -0.200  -0.27
H: -0.636 1.769 -0.776  0.29
H: 3.598 0.507 0.370  0.27
H: 3.593 -1.094 -0.711  0.27
H: 3.060 -0.908 1.202  0.27
H: -2.906 0.406 1.437  0.28
H: -3.645 -0.502 0.136  0.27
H: -3.033 1.002 -0.303  0.22

## Properties
Energy, hartree: -340.94381
Total charge: +1
HOMO level (spin up / spin down), eV: -14.23 / -14.23
SMILES: CN=C=C[N+](C)=O

=====

The following is a quantum chemistry calculation of the ion C4H7N2O with charge +1 at a distorted geometry, from OMol25.

Last column: natural (NBO) charge in e.
Element x y z (Å)
C: 1.911 1.785 -0.073  0.46
C: 0.847 -0.335 0.198  0.50
C: -1.459 0.350 -0.120  -0.61
C: -0.585 -0.826 0.362  -0.47
N: 1.124 0.980 0.201  -0.31
N: 3.049 -0.573 -0.062  -0.28
O: 1.874 -1.105 -0.015  -0.16
H: 2.707 2.473 -0.308  0.31
H: -1.247 1.220 0.370  0.21
H: -2.500 0.185 -0.298  0.26
H: -1.208 0.676 -1.141  0.21
H: -0.885 -1.693 -0.169  0.27
H: -0.813 -1.084 1.441  0.26
H: 3.695 -1.177 -0.409  0.35

## Properties
Energy, hartree: -340.88016
Total charge: +1
HOMO level (spin up / spin down), eV: -13.72 / -14.67

=====

The following is a quantum chemistry calculation of the ion C4H7N2O with charge +1 at a distorted geometry, from OMol25.

Last column: natural (NBO) charge in e.
Element x y z (Å)
C: -1.356 -0.757 -0.024  0.95
C: -1.937 1.486 -0.267  -0.08
C: 0.378 0.676 0.299  -0.11
C: 1.808 -1.254 -0.094  -0.50
N: 0.920 -0.295 -0.579  -0.26
N: -1.104 0.524 0.114  -0.41
O: -1.770 -1.803 0.168  -0.27
H: -1.581 2.501 -0.268  0.23
H: -2.918 1.244 -0.639  0.23
H: 0.607 0.553 1.373  0.22
H: 0.671 1.684 -0.022  0.26
H: 1.603 -2.214 -0.578  0.25
H: 2.808 -0.992 -0.479  0.28
H: 1.868 -1.353 0.997  0.20

## Properties
Energy, hartree: -340.92521
Total charge: +1
HOMO level (spin up / spin down), eV: -14.58 / -13.31

=====

The following is a quantum chemistry calculation of the ion C4H7N2O2 with charge +1 at a distorted geometry, from OMol25.

Last column: natural (NBO) charge in e.
Element x y z (Å)
C: 0.404 -1.078 1.870  0.31
C: -1.324 0.410 -0.162  0.11
C: 0.840 -0.203 0.689  0.54
C: -0.134 -0.264 -0.745  -0.22
N: -1.101 1.086 0.880  -0.56
N: 0.693 0.352 -1.809  -0.72
O: -0.402 -1.961 1.829  -0.43
O: 1.681 0.626 0.721  -0.48
H: 0.789 -0.948 2.876  0.18
H: -2.259 0.193 -0.627  0.20
H: -0.250 -1.268 -1.200  0.25
H: -1.727 1.442 1.559  0.41
H: 1.341 -0.346 -2.333  0.47
H: 1.362 1.025 -1.180  0.48
H: 0.087 0.935 -2.369  0.45

## Properties
Energy, hartree: -416.25318
Total charge: +1
HOMO level, eV: -14.04
SMILES: [H]/N=C/[C@@H]([NH3+])C(=O)C=O

=====

The following is a quantum chemistry calculation of the ion C4H7N2OS with charge +1 at a distorted geometry, from OMol25.

Last column: natural (NBO) charge in e.
Element x y z (Å)
C: 0.130 -0.327 -0.022  0.55
C: -1.472 1.209 0.981  0.18
C: -1.557 0.448 2.256  -0.01
C: 0.803 -0.824 -1.234  -0.65
N: -0.680 0.730 -0.124  -0.56
N: 0.299 -1.124 0.991  -0.63
O: -2.524 0.408 1.347  -0.43
S: -0.429 -1.079 2.689  0.43
H: -1.665 2.306 1.059  0.24
H: -1.734 1.013 3.199  0.24
H: 1.786 -0.620 -0.883  0.26
H: 0.522 -0.139 -2.059  0.24
H: 0.693 -1.860 -1.418  0.27
H: -0.731 0.908 -1.142  0.45
H: 1.010 -1.821 0.924  0.43

## Properties
Energy, hartree: -739.22895
Total charge: +1
HOMO level, eV: -13.77
SMILES: CC1=[NH+]S[C@@H]2O[C@@H]2N1

=====

The following is a quantum chemistry calculation of a cluster of 2 separate species, C4H7N2P in total at a distorted geometry, from OMol25.

Last column: natural (NBO) charge in e.
Element x y z (Å)
C: 2.773 1.072 0.122  -0.06
C: 1.397 1.131 -0.182  -0.20
C: 2.101 -0.935 -0.023  0.10
C: -1.057 -0.976 0.111  -0.37
N: 3.182 -0.182 0.215  -0.47
N: 1.045 -0.164 -0.400  -0.39
P: -1.692 0.723 0.184  0.33
H: 3.422 1.942 0.130  0.20
H: 0.842 1.931 -0.716  0.21
H: 2.194 -1.991 -0.110  0.19
H: -0.473 -1.489 0.884  0.24
H: -1.323 -1.456 -0.898  0.23
H: -2.958 0.416 -0.204  -0.04
H: -1.197 0.989 -1.198  0.02

## Properties
Energy, hartree: -607.30979
HOMO level (spin up / spin down), eV: -8.11 / -8.11

=====

The following is a quantum chemistry calculation of the ion C4H7N2S with charge +1 at a distorted geometry, from OMol25.

Last column: natural (NBO) charge in e.
Element x y z (Å)
C: -1.720 1.199 -0.015  -0.38
C: -2.078 -1.157 0.021  -0.16
C: -0.562 0.518 -0.025  0.18
C: 0.789 1.272 -0.102  -0.65
N: -0.734 -0.848 -0.072  -0.10
N: 0.276 -1.730 -0.001  -0.60
S: -3.131 0.157 -0.007  0.63
H: -1.836 2.226 0.141  0.27
H: -2.406 -2.123 -0.079  0.25
H: 1.503 0.708 0.606  0.25
H: 1.115 1.105 -1.119  0.24
H: 0.866 2.309 -0.081  0.27
H: -0.120 -2.637 0.125  0.38
H: 1.033 -1.822 -0.577  0.41

## Properties
Energy, hartree: -664.00039
Total charge: +1
HOMO level, eV: -14.21

=====

The following is a quantum chemistry calculation of the ion C4H7N2S with charge +1 at a distorted geometry, from OMol25.

Last column: natural (NBO) charge in e.
Element x y z (Å)
C: -0.938 0.715 1.450  -0.24
C: -0.689 0.457 -0.033  0.15
C: 0.431 -0.463 3.013  0.24
C: 0.786 -0.440 -1.773  -0.37
N: -0.308 0.323 2.501  -0.19
N: 0.304 -0.369 -0.369  -0.53
S: -0.564 0.475 -2.565  0.00
H: -1.687 1.483 1.736  0.25
H: -0.922 1.384 -0.547  0.28
H: 0.900 -1.047 3.763  0.28
H: 1.721 0.250 -1.835  0.25
H: 1.119 -1.491 -2.144  0.28
H: 0.552 -1.200 0.559  0.44
H: -0.704 -0.077 -3.755  0.17

## Properties
Energy, hartree: -663.85627
Total charge: +1
HOMO level (spin up / spin down), eV: -12.69 / -12.69
SMILES: C#[N+]/C=C\NCS

=====

The following is a quantum chemistry calculation of an isolated molecule of C4H7N3 at a distorted geometry, from OMol25.

Last column: natural (NBO) charge in e.
Element x y z (Å)
C: -0.594 0.556 0.493  0.52
C: 1.250 -0.462 0.107  0.25
N: -1.533 0.582 -0.498  -0.85
C: 0.024 -1.052 0.665  -0.19
C: 2.081 0.105 -0.708  -0.52
N: -0.269 1.450 1.318  -0.71
N: -0.688 -2.001 0.015  -0.74
H: -2.131 1.391 -0.556  0.39
H: -1.908 -0.322 -0.761  0.42
H: -0.824 2.301 1.254  0.35
H: -0.410 -2.065 -0.968  0.32
H: 0.116 -1.223 1.740  0.27
H: 1.733 0.721 -1.539  0.24
H: 3.154 0.018 -0.563  0.25

## Properties
Energy, hartree: -320.68773
HOMO level (spin up / spin down), eV: -7.68 / -8.53

=====

The following is a quantum chemistry calculation of an isolated molecule of C4H7N3, from OMol25.

Last column: natural (NBO) charge in e.
Element x y z (Å)
C: -1.400 0.682 -0.059  -0.60
C: -1.104 -0.840 -0.082  -0.42
C: 0.352 -0.904 0.256  0.05
C: 1.228 -0.380 -0.649  -0.08
N: 2.073 0.365 0.094  -0.36
N: 1.787 0.248 1.406  -0.05
N: 0.773 -0.543 1.511  -0.23
H: -2.467 0.907 -0.073  0.21
H: -0.964 1.132 0.841  0.22
H: -0.931 1.193 -0.913  0.20
H: -1.731 -1.366 0.636  0.22
H: -1.279 -1.234 -1.089  0.21
H: 1.201 -0.422 -1.726  0.23
H: 2.542 1.197 -0.229  0.41

## Properties
Energy, hartree: -320.82218
HOMO level, eV: -9.24
SMILES: CCc1c[nH]nn1

=====

The following is a quantum chemistry calculation of an isolated molecule of C4H7N3 at a distorted geometry, from OMol25.

Last column: natural (NBO) charge in e.
Element x y z (Å)
C: 1.467 0.436 -0.769  -0.63
C: 0.289 1.097 -0.043  -0.22
N: -0.464 0.204 0.825  -0.59
C: -1.181 -0.847 0.342  0.33
N: -1.661 -1.770 1.083  -0.65
C: -1.369 -0.849 -1.118  0.20
N: -1.499 -0.971 -2.262  -0.28
H: 1.829 1.103 -1.558  0.22
H: 1.170 -0.498 -1.264  0.22
H: 2.289 0.213 -0.079  0.21
H: -0.416 1.515 -0.772  0.21
H: 0.632 1.932 0.579  0.21
H: -0.211 0.109 1.799  0.41
H: -2.164 -2.439 0.508  0.35

## Properties
Energy, hartree: -320.86426
HOMO level, eV: -9.55
SMILES: [H]/N=C(\C#N)NCC

=====

The following is a quantum chemistry calculation of an isolated molecule of C4H7N3 at a distorted geometry, from OMol25.

Last column: natural (NBO) charge in e.
Element x y z (Å)
C: 1.034 0.867 0.237  0.32
C: -1.571 0.037 0.851  -0.58
C: -1.184 0.089 -0.590  -0.41
C: 0.045 0.921 -0.593  -0.31
N: 1.969 0.361 0.840  -0.40
N: 2.365 -0.896 -0.093  -0.12
N: 2.059 -0.994 -1.201  -0.14
H: -1.716 0.978 1.162  0.20
H: -0.634 -0.313 1.364  0.20
H: -2.328 -0.652 1.118  0.21
H: -0.860 -0.976 -0.961  0.21
H: -1.987 0.446 -1.250  0.22
H: -0.045 1.714 -1.332  0.25
H: 2.854 -1.582 0.448  0.36

## Properties
Energy, hartree: -320.70028
HOMO level, eV: -8.53